No. 1
The following is a DFT calculation (ωB97M-V/def2-TZVPD) of a cluster of 11 separate species, C44H55F33O22 in total at a distorted geometry.

Each line ends with the Löwdin charge.
Atoms and positions in Å:
C1 -3.25 5.25 -6.21  -0.045
C2 -4.20 5.81 -5.16  -0.180
O1 -4.17 5.00 -3.98  0.049
C3 -3.25 5.13 -3.07  -0.398
O2 -2.49 6.05 -3.01  0.142
C4 -3.24 4.06 -1.95  -0.513
F1 -3.22 4.63 -0.73  0.174
F2 -4.29 3.25 -2.04  0.175
F3 -2.10 3.35 -2.06  0.143
H1 -3.47 4.22 -6.46  0.080
H2 -2.24 5.33 -5.80  0.071
H3 -3.16 5.89 -7.10  0.085
H4 -5.24 5.83 -5.45  0.128
H5 -3.86 6.81 -4.88  0.124
C5 0.24 -4.66 5.53  -0.059
C6 -1.18 -4.98 5.16  -0.183
O3 -1.72 -3.96 4.31  0.039
C7 -2.13 -2.83 4.86  -0.396
O4 -2.16 -2.60 6.02  0.178
C8 -2.56 -1.83 3.77  -0.522
F4 -1.83 -0.71 3.79  0.167
F5 -2.52 -2.36 2.55  0.176
F6 -3.84 -1.47 4.02  0.145
H6 0.32 -3.79 6.19  0.067
H7 0.92 -4.49 4.69  0.066
H8 0.74 -5.50 6.03  0.090
H9 -1.81 -5.03 6.05  0.127
H10 -1.27 -5.95 4.68  0.121
C9 -1.70 1.33 0.85  -0.038
C10 -0.63 0.31 0.49  -0.175
O5 0.36 1.02 -0.30  0.040
C11 1.07 0.35 -1.18  -0.397
O6 1.04 -0.82 -1.35  0.152
C12 2.12 1.25 -1.86  -0.515
F7 1.93 2.53 -1.50  0.160
F8 3.37 0.90 -1.54  0.176
F9 1.99 1.16 -3.19  0.155
H11 -1.28 1.95 1.64  0.089
H12 -2.52 0.77 1.30  0.060
H13 -1.96 1.97 0.02  0.062
H14 -1.05 -0.50 -0.11  0.114
H15 -0.14 -0.12 1.36  0.121
C13 -0.69 -0.98 8.66  -0.049
C14 -0.39 -0.04 7.50  -0.187
O7 0.49 -0.73 6.61  0.031
C15 1.02 -0.07 5.62  -0.432
O8 0.88 1.09 5.41  0.178
C16 2.03 -0.89 4.81  -0.596
F10 3.24 -0.42 5.00  0.203
F11 1.97 -2.15 5.18  0.173
F12 1.77 -0.82 3.51  0.176
H16 0.23 -1.28 9.16  0.081
H17 -1.17 -1.90 8.35  0.067
H18 -1.32 -0.44 9.37  0.084
H19 0.14 0.86 7.83  0.133
H20 -1.31 0.27 7.00  0.119
C17 0.38 2.99 -6.45  -0.034
C18 -0.03 3.00 -4.99  -0.195
O9 -0.37 1.69 -4.51  0.030
C19 -1.62 1.26 -4.58  -0.384
O10 -2.48 1.80 -5.22  0.162
C20 -1.94 0.09 -3.65  -0.553
F13 -2.14 0.48 -2.40  0.176
F14 -3.07 -0.50 -4.03  0.164
F15 -0.99 -0.85 -3.76  0.181
H21 1.27 2.40 -6.63  0.074
H22 0.59 3.99 -6.81  0.087
H23 -0.42 2.58 -7.07  0.082
H24 -0.96 3.58 -4.89  0.102
H25 0.70 3.47 -4.34  0.078
C21 1.27 -3.72 0.44  -0.049
C22 0.93 -5.12 -0.01  -0.156
O11 1.79 -6.05 0.70  0.043
C23 1.37 -6.45 1.87  -0.427
O12 0.44 -6.04 2.48  0.174
C24 2.17 -7.65 2.42  -0.557
F16 2.72 -7.36 3.59  0.185
F17 1.29 -8.65 2.63  0.157
F18 3.07 -8.12 1.57  0.180
H26 0.93 -2.93 -0.23  0.061
H27 2.35 -3.63 0.60  0.075
H28 0.90 -3.47 1.44  0.075
H29 1.10 -5.23 -1.08  0.127
H30 -0.09 -5.46 0.19  0.126
C25 -4.46 1.56 4.18  -0.063
C26 -4.16 1.05 5.58  -0.197
O13 -5.40 1.13 6.30  0.043
C27 -5.43 0.72 7.55  -0.408
O14 -4.52 0.18 8.09  0.169
C28 -6.78 0.91 8.27  -0.544
F19 -7.29 -0.29 8.55  0.175
F20 -6.54 1.55 9.42  0.165
F21 -7.64 1.62 7.55  0.172
H31 -4.80 2.59 4.22  0.083
H32 -5.26 0.91 3.83  0.082
H33 -3.61 1.54 3.50  0.068
H34 -3.44 1.75 6.01  0.134
H35 -3.85 0.01 5.57  0.101
C29 -4.57 -0.72 -0.86  -0.055
C30 -5.82 -0.86 -0.03  -0.173
O15 -5.99 0.39 0.66  0.015
C31 -6.70 1.36 0.13  -0.400
O16 -7.17 1.29 -0.97  0.174
C32 -6.73 2.59 1.03  -0.563
F22 -5.63 2.60 1.79  0.156
F23 -6.70 3.71 0.33  0.182
F24 -7.82 2.57 1.79  0.188
H36 -4.36 -1.68 -1.33  0.092
H37 -3.74 -0.50 -0.19  0.058
H38 -4.60 0.00 -1.68  0.073
H39 -5.60 -1.62 0.72  0.122
H40 -6.72 -1.19 -0.56  0.129
C33 0.27 5.20 -2.30  -0.052
C34 1.50 6.10 -2.29  -0.147
O17 2.68 5.28 -2.38  0.032
C35 3.08 4.81 -3.54  -0.403
O18 2.47 4.94 -4.57  0.147
C36 4.41 4.04 -3.54  -0.560
F25 5.12 4.35 -4.60  0.200
F26 5.06 4.27 -2.40  0.173
F27 4.13 2.73 -3.60  0.163
H41 -0.65 5.78 -2.21  0.062
H42 0.26 4.39 -1.58  0.082
H43 0.21 4.69 -3.27  0.044
H44 1.61 6.56 -1.31  0.127
H45 1.53 6.88 -3.05  0.133
C37 7.50 -3.20 -5.70  -0.067
C38 6.96 -1.95 -5.03  -0.182
O19 5.61 -1.80 -5.50  0.040
C39 4.98 -0.71 -5.09  -0.413
O20 5.40 0.15 -4.39  0.177
C40 3.54 -0.65 -5.60  -0.546
F28 3.27 -1.46 -6.61  0.185
F29 2.71 -0.96 -4.59  0.150
F30 3.26 0.62 -5.93  0.164
H46 8.52 -3.43 -5.41  0.075
H47 7.41 -3.34 -6.78  0.081
H48 6.87 -4.03 -5.34  0.080
H49 7.57 -1.13 -5.41  0.135
H50 6.96 -2.05 -3.95  0.109
C41 4.24 -2.41 -1.46  -0.036
C42 5.64 -2.12 -0.86  -0.172
O21 6.58 -2.96 -1.52  0.031
C43 7.76 -3.17 -1.00  -0.416
O22 8.13 -2.88 0.10  0.184
C44 8.74 -3.86 -1.96  -0.564
F31 9.29 -2.89 -2.72  0.149
F32 9.69 -4.51 -1.36  0.215
F33 8.11 -4.65 -2.84  0.157
H51 4.03 -3.46 -1.26  0.077
H52 4.17 -2.17 -2.52  0.069
H53 3.50 -1.81 -0.93  0.061
H54 5.66 -2.40 0.19  0.127
H55 5.86 -1.06 -0.96  0.135

## Properties
SMILES: CCOC(=O)C(F)(F)F.CCOC(=O)C(F)(F)F.CCOC(=O)C(F)(F)F.CCOC(=O)C(F)(F)F.CCOC(=O)C(F)(F)F.CCOC(=O)C(F)(F)F.CCOC(=O)C(F)(F)F.CCOC(=O)C(F)(F)F.CCOC(=O)C(F)(F)F.CCOC(=O)C(F)(F)F.CCOC(=O)C(F)(F)F
LUMO level: 0.013 Ha
Relative energy (zero: lowest compared OMol25 entry of this formula, charge and spin): 29.6 kcal per mole
2S+1: 1
E_HOMO: -0.4082 Ha
Net charge: 0
Strongest force on any atom: 1.95 eV Å⁻¹



No. 2
The following is a DFT calculation (ωB97M-V/def2-TZVPD) of a structure of composition C28H18Cl5IrN7O2S2.

Each line ends with the Löwdin charge.
Atoms and positions in Å:
Ir1 -0.04 0.36 0.37  1.208
N1 0.36 4.51 1.00  0.194
C1 1.67 4.93 1.21  -0.185
C2 1.94 6.27 1.43  0.023
C3 3.24 6.67 1.64  0.006
C4 4.29 5.74 1.64  -0.005
C5 4.03 4.41 1.42  -0.054
C6 2.71 3.99 1.20  -0.396
S1 2.42 2.32 0.93  1.239
N2 0.79 2.23 0.71  -0.389
C7 -0.05 3.25 0.77  -0.250
C8 -1.49 2.95 0.57  -0.182
C9 -2.48 3.90 0.66  0.027
C10 -3.81 3.50 0.49  0.004
C11 -4.08 2.17 0.25  0.029
C12 -3.02 1.27 0.17  -0.035
N3 -1.76 1.66 0.32  -0.021
H1 -0.35 5.23 1.02  0.158
H2 1.13 7.00 1.43  0.136
H3 3.45 7.72 1.81  0.135
H4 5.30 6.07 1.81  0.134
H5 4.84 3.68 1.42  0.130
H6 -2.28 4.95 0.86  0.121
H7 -4.61 4.23 0.56  0.134
H8 -5.09 1.82 0.13  0.137
H9 -3.20 0.21 -0.01  0.097
N4 -1.04 -7.55 -2.09  0.140
C13 -1.27 -6.35 -1.51  -0.298
C14 -2.37 -5.57 -1.92  -0.011
C15 -2.61 -4.35 -1.34  -0.057
C16 -1.77 -3.88 -0.33  -0.326
C17 -0.67 -4.64 0.08  -0.052
C18 -0.42 -5.86 -0.50  -0.012
S2 -2.06 -2.36 0.41  0.634
O1 -3.39 -1.90 0.10  -0.295
O2 -1.59 -2.35 1.77  -0.315
N5 -1.00 -1.29 -0.33  -0.205
C19 -1.02 -0.89 -1.62  -0.473
N6 -1.66 -1.40 -2.66  0.188
C20 -1.47 -0.75 -3.80  -0.065
C21 -0.69 0.40 -3.93  -0.024
C22 -0.07 0.88 -2.79  -0.089
N7 -0.23 0.22 -1.65  -0.066
H10 -1.67 -7.94 -2.76  0.110
H11 -0.29 -8.14 -1.76  0.109
H12 -3.04 -5.94 -2.69  0.119
H13 -3.46 -3.75 -1.64  0.116
H14 -0.03 -4.28 0.88  0.116
H15 0.42 -6.46 -0.18  0.118
H16 -1.97 -1.16 -4.67  0.128
H17 -0.56 0.90 -4.88  0.114
H18 0.56 1.76 -2.79  0.126
Cl1 0.12 0.01 2.81  0.779
C23 1.53 -0.89 2.20  -0.650
C24 1.59 -0.75 0.84  -0.430
C25 2.62 -1.42 0.19  -0.698
Cl2 2.76 -1.27 -1.52  0.715
C26 3.53 -2.18 0.93  -0.691
Cl3 4.80 -3.00 0.12  0.738
C27 3.41 -2.29 2.32  -0.691
Cl4 4.53 -3.23 3.21  0.745
C28 2.38 -1.63 2.99  -0.704
Cl5 2.17 -1.72 4.68  0.761

## Properties
⟨S²⟩: 0.7627
LUMO level (spin up / spin down): -0.268 / -0.337 Ha
Relative energy (zero: lowest compared OMol25 entry of this formula, charge and spin): 0.0 kcal per mole
2S+1: 2
E_HOMO (spin up / spin down): -0.4397 / -0.4396 Ha
Net charge: +2
Strongest force on any atom: 0.47 eV Å⁻¹



No. 3
The following is a DFT calculation (ωB97M-V/def2-TZVPD) of an isolated molecule of C5H8O2 at a distorted geometry.

Each line ends with the Löwdin charge.
Atoms and positions in Å:
O1 2.17 0.25 -0.60  -0.028
C1 1.19 0.36 0.41  -0.309
C2 0.03 1.30 -0.03  -0.025
C3 -0.91 0.11 0.02  -0.484
O2 -2.10 0.07 0.78  0.020
C4 -0.48 -1.06 -0.81  -0.016
C5 0.16 -0.80 0.54  -0.116
H1 2.65 -0.58 -0.45  0.100
H2 1.65 0.65 1.36  0.141
H3 -0.21 2.04 0.74  0.121
H4 0.15 1.81 -1.00  0.116
H5 -2.84 -0.08 0.19  0.099
H6 -1.15 -1.91 -0.83  0.108
H7 0.07 -0.89 -1.74  0.114
H8 -0.39 -1.25 1.40  0.159

## Properties
SMILES: O[C@H]1C[C@@]2(O)C[C@@H]12
LUMO level: 0.033 Ha
Relative energy (zero: lowest compared OMol25 entry of this formula, charge and spin): 63.1 kcal per mole
2S+1: 1
E_HOMO: -0.3359 Ha
Net charge: 0
Strongest force on any atom: 1.93 eV Å⁻¹



No. 4
The following is a DFT calculation (ωB97M-V/def2-TZVPD) of the ion C6H13N2 with charge +1 at a distorted geometry.

Each line ends with the Löwdin charge.
Atoms and positions in Å:
C1 -1.53 -0.10 0.20  -0.215
C2 -0.81 -1.42 0.17  -0.200
C3 -0.83 0.91 1.13  -0.165
C4 0.57 -1.39 -0.51  -0.175
C5 0.44 1.47 0.56  -0.148
C6 0.72 -0.09 -1.17  -0.134
N1 0.97 0.10 -2.44  0.164
N2 1.53 1.48 1.34  0.117
H1 -1.59 0.33 -0.84  0.132
H2 -2.51 0.03 0.66  0.120
H3 -0.80 -1.83 1.16  0.112
H4 -1.44 -2.14 -0.44  0.144
H5 -1.51 1.77 1.31  0.142
H6 -0.63 0.45 2.09  0.122
H7 1.47 -1.55 0.23  0.174
H8 0.47 -2.13 -1.33  0.114
H9 0.46 2.24 -0.15  0.110
H10 1.01 0.98 -2.97  0.143
H11 1.07 -0.84 -2.92  0.151
H12 2.31 1.95 0.86  0.137
H13 1.70 0.69 2.02  0.155

## Properties
LUMO level (spin up / spin down): -0.113 / -0.113 Ha
Relative energy (zero: lowest compared OMol25 entry of this formula, charge and spin): 63.7 kcal per mole
2S+1: 1
E_HOMO (spin up / spin down): -0.4608 / -0.4608 Ha
Net charge: +1
Strongest force on any atom: 3.84 eV Å⁻¹